{
  "formula": "H32O16",
  "method": "the ωB97M-V functional and the def2-TZVPD basis",
  "de_lowest_ev": 4.037,
  "homo_ev": -10.150,
  "species": ["O", "H", "H", "O", "H", "H", "O", "H", "H", "O", "H", "H", "O", "H", "H", "O", "H", "H", "O", "H", "H", "O", "H", "H", "O", "H", "H", "O", "H", "H", "O", "H", "H", "O", "H", "H", "O", "H", "H", "O", "H", "H", "O", "H", "H", "O", "H", "H"],
  "positions_angstrom": [[-0.295, -3.009, 0.720], [-0.477, -3.520, -0.104], [0.400, -3.495, 1.142], [-2.473, 3.144, -1.532], [-2.184, 3.960, -1.891], [-1.739, 2.529, -1.728], [1.881, 2.455, -0.071], [1.862, 1.714, -0.659], [1.926, 2.039, 0.812], [-3.042, 0.587, -0.006], [-2.722, 1.499, 0.005], [-3.789, 0.817, -0.527], [0.908, -1.550, 3.315], [1.258, -1.141, 4.112], [0.181, -1.072, 2.950], [0.375, -1.265, -2.455], [0.430, -1.692, -3.364], [-0.527, -1.187, -2.197], [-0.651, 3.185, 0.820], [0.108, 3.133, 0.292], [-1.093, 3.986, 0.565], [-0.465, 1.439, -2.118], [-0.594, 1.057, -2.997], [0.254, 1.974, -2.311], [-0.888, 0.660, 2.567], [-1.506, 1.415, 2.648], [-0.726, 0.655, 1.596], [2.189, -3.751, -1.295], [3.066, -3.614, -1.098], [1.697, -3.054, -0.817], [-0.006, -0.171, 0.157], [-0.251, 0.424, -0.520], [-0.288, -1.061, -0.097], [-2.026, -1.439, -1.364], [-2.078, -2.184, -0.764], [-2.397, -0.630, -0.956], [2.262, 1.256, 2.419], [1.985, 0.423, 2.042], [1.566, 1.468, 3.068], [2.515, -1.087, 0.665], [1.670, -0.888, 0.259], [3.234, -0.737, 0.159], [-2.308, -1.731, 2.263], [-1.595, -2.177, 1.782], [-2.134, -0.761, 2.396], [2.343, 0.611, -2.311], [1.649, -0.018, -2.328], [2.497, 0.802, -3.246]],
  "forces_ev_per_angstrom": [[-0.8, -0.2, -1.8], [0.2, 0.3, 0.9], [0.8, -0.3, 0.7], [-0.5, -1.2, 0.4], [0.2, 1.3, -0.5], [-0.2, 0.1, 0.1], [-0.4, 0.7, 0.5], [0.3, -0.7, -0.9], [0.2, 0.3, 0.3], [0.6, 0.7, 0.3], [1.0, 0.2, 0.5], [-1.9, -0.4, -0.9], [1.2, -1.3, 0.1], [-0.5, 0.3, -0.2], [-0.9, 0.9, 0.3], [2.3, -0.9, -2.6], [-0.3, 0.6, 1.9], [-1.9, -0.3, 0.3], [-2.0, -0.3, 1.6], [2.4, -0.3, -1.2], [-0.4, 0.4, -0.1], [-2.1, -1.4, -0.4], [-0.4, -0.5, 0.3], [2.7, 1.9, 0.1], [-0.8, 1.1, -0.5], [0.6, -0.4, 0.2], [0.3, -0.3, 0.5], [-3.7, -0.2, -0.4], [3.1, 0.6, 0.8], [0.6, -0.3, -0.4], [0.8, -1.0, 1.5], [-0.4, 1.0, -1.5], [-0.2, 0.2, 0.1], [0.2, -0.1, -1.0], [-0.5, 0.2, 0.4], [-0.1, -0.3, 0.6], [-0.4, 0.9, 0.6], [0.1, -1.0, -0.1], [0.3, -0.1, -0.5], [0.1, -0.9, 1.0], [-0.2, 0.6, -0.4], [0.3, 0.5, -0.7], [-0.6, 0.5, 0.2], [0.0, 0.6, 0.3], [0.4, -1.5, -0.4], [1.4, 1.5, -0.4], [-1.5, -1.6, 0.1], [0.3, 0.1, 0.3]]
}


{
  "formula": "H32O20S",
  "method": "the ωB97M-V functional and the def2-TZVPD basis",
  "de_lowest_ev": 17.120,
  "charge": -2,
  "homo_ev": -3.312,
  "species": ["S", "O", "O", "O", "O", "O", "H", "H", "O", "H", "H", "O", "H", "H", "O", "H", "H", "O", "H", "H", "O", "H", "H", "O", "H", "H", "O", "H", "H", "O", "H", "H", "O", "H", "H", "O", "H", "H", "O", "H", "H", "O", "H", "H", "O", "H", "H", "O", "H", "H", "O", "H", "H"],
  "positions_angstrom": [[-16.943, 54.399, 50.302], [-17.804, 55.328, 49.636], [-17.243, 53.104, 49.774], [-15.541, 54.817, 50.071], [-17.141, 54.286, 51.747], [-17.650, 57.977, 49.608], [-17.568, 58.374, 48.742], [-17.854, 57.072, 49.533], [-16.550, 52.319, 47.389], [-17.423, 51.812, 47.357], [-16.512, 52.381, 48.333], [-13.814, 52.989, 48.904], [-13.409, 53.524, 48.139], [-14.572, 53.542, 49.147], [-14.583, 56.599, 51.801], [-14.884, 55.935, 51.144], [-15.225, 56.541, 52.461], [-17.018, 55.218, 47.338], [-16.951, 55.357, 48.221], [-16.100, 55.228, 47.166], [-20.273, 53.788, 50.665], [-20.073, 54.569, 50.182], [-19.529, 53.814, 51.346], [-18.802, 56.089, 54.332], [-19.389, 56.709, 53.749], [-18.477, 55.328, 53.839], [-16.012, 51.020, 50.502], [-15.744, 50.434, 49.760], [-16.526, 51.814, 50.352], [-19.607, 55.806, 49.882], [-19.661, 56.760, 49.740], [-18.659, 55.809, 49.921], [-19.036, 53.952, 52.491], [-18.611, 53.178, 52.896], [-18.396, 54.064, 51.842], [-18.858, 50.684, 47.845], [-19.263, 51.393, 47.441], [-19.002, 50.995, 48.731], [-20.083, 53.230, 47.822], [-19.289, 53.936, 48.039], [-20.902, 53.673, 47.230], [-14.998, 53.116, 52.221], [-14.584, 53.384, 53.212], [-15.761, 53.491, 51.929], [-14.168, 56.281, 48.316], [-14.331, 57.193, 48.434], [-14.621, 55.726, 48.880], [-18.863, 51.890, 50.448], [-18.126, 52.348, 50.106], [-19.578, 52.527, 50.602], [-16.428, 55.818, 53.003], [-15.903, 55.267, 53.750], [-16.855, 55.191, 52.412]],
  "forces_ev_per_angstrom": [[5.1, -0.3, -1.6], [10.0, -2.9, -1.8], [3.8, 2.4, -2.4], [-1.3, -0.8, -0.2], [1.3, -2.3, -4.7], [0.2, 2.6, 0.6], [0.0, -0.4, -0.2], [0.4, -1.2, -0.7], [-1.6, -1.5, -1.2], [1.6, 0.6, -0.3], [0.6, 0.3, 0.6], [1.2, 1.2, -2.1], [-0.9, -1.3, 1.7], [0.1, -0.2, 0.4], [3.5, 0.9, -3.0], [0.5, 0.6, 0.7], [-1.8, 0.0, 1.5], [-0.9, 0.0, -4.2], [-0.5, 0.8, 3.7], [1.7, -0.2, -1.3], [-1.8, -1.8, 0.3], [-0.9, 0.7, -1.1], [-3.7, -0.3, -1.1], [-2.1, 2.4, 0.0], [2.0, -2.4, 1.2], [-0.5, 0.4, -0.7], [1.4, -2.4, 0.8], [-0.9, 1.6, 0.4], [0.3, -0.6, -0.9], [-9.2, 6.4, -0.2], [-1.5, 0.1, 0.0], [-2.0, 0.8, 1.9], [-3.3, -1.5, 7.6], [-0.6, -0.1, 0.2], [1.9, 0.8, -0.8], [1.3, -2.6, 0.2], [-1.8, 2.6, -2.1], [0.1, 0.0, 2.1], [-0.6, 3.4, -1.9], [-3.3, -2.1, -1.2], [4.0, -1.2, 2.6], [7.0, -2.3, 5.4], [-2.6, -0.6, -4.6], [-2.8, 1.9, 0.4], [2.7, 0.4, -3.5], [-0.7, 1.1, 0.8], [-1.8, -1.3, 2.5], [-3.0, -5.3, 1.8], [-0.7, -0.3, 0.0], [-0.5, -0.2, -1.0], [2.6, 1.5, 7.5], [-2.1, 1.9, -2.8], [0.3, 0.6, 0.8]]
}


{
  "formula": "H34O17",
  "method": "the ωB97M-V functional and the def2-TZVPD basis",
  "de_lowest_ev": 2.755,
  "homo_ev": -9.339,
  "species": ["O", "H", "H", "O", "H", "H", "O", "H", "H", "O", "H", "H", "O", "H", "H", "O", "H", "H", "O", "H", "H", "O", "H", "H", "O", "H", "H", "O", "H", "H", "O", "H", "H", "O", "H", "H", "O", "H", "H", "O", "H", "H", "O", "H", "H", "O", "H", "H", "O", "H", "H"],
  "positions_angstrom": [[0.962, 3.729, -0.517], [1.276, 4.662, -0.265], [0.018, 3.714, -0.278], [1.564, 0.244, 2.766], [2.041, -0.406, 2.326], [1.232, 0.807, 2.095], [-1.805, -3.555, -1.008], [-1.114, -3.048, -0.559], [-2.500, -3.602, -0.325], [2.554, -1.529, -1.440], [2.839, -1.467, -2.311], [2.523, -0.692, -0.990], [0.406, -2.513, 0.372], [0.164, -3.260, 0.926], [0.797, -2.952, -0.463], [-2.424, -0.654, -1.327], [-3.207, -0.852, -1.892], [-1.846, -1.421, -1.338], [-1.952, 1.958, -2.298], [-1.178, 1.687, -2.739], [-2.338, 1.109, -2.086], [-3.271, -0.176, 1.202], [-2.510, 0.193, 1.684], [-2.873, -0.384, 0.369], [-1.649, 2.695, 0.134], [-2.614, 2.878, 0.188], [-1.537, 2.353, -0.735], [0.708, 0.938, -2.076], [0.971, 1.455, -2.836], [0.862, 0.052, -2.424], [-1.538, -1.931, 2.978], [-0.754, -2.438, 2.921], [-1.563, -1.481, 2.159], [2.863, 0.807, -0.412], [3.329, 1.602, 0.004], [2.055, 1.082, -0.819], [3.080, -1.700, 1.377], [3.351, -2.628, 1.511], [2.722, -1.763, 0.493], [-0.075, -1.759, -2.614], [-0.008, -1.849, -3.585], [0.751, -2.147, -2.317], [0.815, 2.789, 2.075], [0.532, 3.649, 2.422], [1.003, 2.983, 1.137], [-0.083, 0.229, 0.545], [0.148, -0.592, 0.167], [0.110, 0.735, -0.238], [-1.277, 0.961, 2.718], [-0.716, 1.010, 1.933], [-0.852, 0.462, 3.390]],
  "forces_ev_per_angstrom": [[0.8, 2.1, 0.3], [-0.7, -2.1, -0.6], [-0.3, 0.0, 0.0], [-0.6, 0.8, 2.5], [1.5, -2.0, -1.2], [-0.4, 0.9, -0.7], [-0.6, 0.0, 0.5], [0.0, -0.1, 0.0], [0.2, -0.1, -0.4], [-1.6, -2.5, 1.5], [1.2, 0.6, -2.1], [0.8, 1.3, 0.2], [0.8, -1.2, -2.4], [0.0, -0.1, 0.3], [-0.6, 1.0, 2.1], [-1.1, 0.5, -1.0], [0.9, -0.3, 0.8], [-0.1, -0.4, -0.5], [-1.4, 0.8, -0.2], [1.6, -0.3, -0.8], [-0.3, -0.6, 0.5], [-0.2, -0.1, 0.7], [-0.3, 0.5, 0.7], [0.0, -0.1, -1.0], [-0.8, 1.3, 2.0], [1.1, -0.2, 0.1], [-0.2, -0.5, -1.5], [0.2, -0.1, -0.6], [0.2, 0.9, -0.1], [-0.5, -0.7, 0.3], [-0.9, -0.6, 1.2], [1.4, -0.7, 0.3], [-0.5, 1.2, -1.3], [2.1, 1.3, 1.3], [-1.3, -1.8, -0.8], [-0.8, 1.2, -0.4], [0.6, -1.2, 0.3], [0.0, 0.7, 0.3], [-0.1, 0.2, -0.3], [0.3, 0.1, -1.1], [-0.4, -0.1, 0.6], [0.4, 0.0, 0.3], [0.4, 0.8, -0.3], [-0.1, -0.5, 0.1], [0.0, -0.1, 0.5], [0.0, 0.9, -0.7], [0.3, -2.3, 0.3], [-0.4, 1.3, -0.3], [-1.6, 1.0, -0.5], [0.1, 0.1, 0.6], [0.9, -0.7, 0.6]]
}


{
  "formula": "H34O17",
  "method": "the ωB97M-V functional and the def2-TZVPD basis",
  "de_lowest_ev": 2.078,
  "homo_ev": -10.661,
  "species": ["O", "H", "H", "O", "H", "H", "O", "H", "H", "O", "H", "H", "O", "H", "H", "O", "H", "H", "O", "H", "H", "O", "H", "H", "O", "H", "H", "O", "H", "H", "O", "H", "H", "O", "H", "H", "O", "H", "H", "O", "H", "H", "O", "H", "H", "O", "H", "H", "O", "H", "H"],
  "positions_angstrom": [[0.697, -4.499, 0.599], [0.208, -5.330, 0.605], [0.733, -4.347, -0.373], [-2.328, -1.085, -1.200], [-1.699, -1.814, -1.306], [-2.105, -0.909, -0.265], [2.599, 2.246, -3.324], [2.620, 2.569, -2.416], [3.444, 2.514, -3.693], [2.132, -0.502, -1.121], [3.069, -0.734, -1.172], [2.140, 0.057, -0.336], [0.455, -4.575, -2.143], [-0.478, -4.409, -2.308], [0.815, -3.676, -2.028], [-4.116, 1.276, -1.429], [-3.405, 0.670, -1.187], [-3.918, 1.768, -2.232], [-0.107, -0.750, 3.858], [0.518, -0.592, 4.569], [-0.022, -1.695, 3.672], [-1.765, 0.143, 1.259], [-1.180, -0.353, 1.864], [-2.457, 0.408, 1.878], [-4.162, -2.628, -3.026], [-3.689, -3.428, -2.812], [-3.791, -1.762, -2.860], [-0.617, 1.054, -1.425], [-0.891, 1.087, -0.501], [-0.243, 1.907, -1.660], [0.127, -1.885, -2.315], [0.844, -1.279, -2.008], [-0.186, -1.326, -3.040], [-0.773, -2.381, 1.812], [-0.066, -2.528, 1.168], [-1.473, -2.958, 1.493], [1.794, 4.942, 2.964], [1.190, 4.239, 3.223], [1.348, 5.503, 2.320], [2.947, 2.416, 0.152], [3.616, 2.687, 0.783], [2.113, 2.329, 0.629], [-0.971, 4.259, -0.152], [-1.425, 4.766, 0.524], [-1.568, 4.148, -0.900], [4.069, -0.715, 2.049], [4.282, -1.055, 2.930], [3.175, -1.060, 1.943], [-0.135, 2.512, 2.456], [-0.690, 1.743, 2.625], [-0.676, 3.034, 1.857]],
  "forces_ev_per_angstrom": [[-0.1, 0.1, -0.6], [0.1, 0.0, 0.3], [0.1, -0.4, 0.5], [0.2, -0.9, 1.1], [0.1, 0.2, -0.9], [-0.5, 0.6, -0.1], [-0.1, 0.0, 0.0], [0.1, -0.1, 0.2], [0.1, 0.0, -0.1], [0.7, -0.1, 0.5], [-0.1, -0.1, -0.4], [-0.4, 0.3, -0.1], [0.3, 0.0, 0.3], [0.1, 0.1, -0.1], [-0.3, -0.1, -0.8], [-0.7, 0.3, 0.5], [0.2, 0.1, -0.7], [0.5, -0.4, 0.1], [0.2, -0.1, 0.1], [0.0, 0.2, 0.1], [-0.3, 0.0, -0.3], [0.1, 0.3, 1.0], [0.1, -0.3, -0.5], [-0.3, 0.1, -0.4], [-1.7, -0.3, -1.0], [0.8, 0.7, 0.4], [0.9, -0.4, 0.7], [0.1, 0.0, -0.3], [0.0, 0.2, 0.0], [0.1, 0.1, 0.3], [0.7, 0.9, -0.4], [-0.3, -0.4, 0.5], [-0.5, -0.4, 0.0], [0.1, 0.1, -0.2], [0.0, -0.4, 0.2], [0.0, -0.1, 0.1], [0.3, 0.2, 0.0], [-0.2, 0.0, -0.2], [-0.1, -0.3, 0.1], [-0.2, -0.3, -0.5], [-0.1, 0.0, 0.3], [0.1, 0.3, 0.3], [0.4, -0.3, 0.1], [-0.3, 0.2, -0.2], [-0.2, 0.1, 0.2], [-0.3, -0.3, 0.5], [0.3, 0.2, -0.2], [-0.1, 0.1, -0.3], [0.0, 0.1, 0.1], [0.2, -0.2, 0.1], [0.1, 0.1, -0.3]]
}


Number 1: LUMO -0.392 eV, gap between HOMO and LUMO 9.76 eV. Number 2: LUMO 4.858 eV, gap between HOMO and LUMO 8.17 eV. Number 3: LUMO -0.801 eV, gap between HOMO and LUMO 8.54 eV. Number 4: LUMO -0.181 eV, gap between HOMO and LUMO 10.48 eV.